1.
120
Properties=species:S:1:pos:R:3 method="wB97M-V/def2-TZVPD" homo_lumo_gap_ha=0.2622 charge=+1 lumo_energy_ev=-2.88
C 0.346 -6.165 0.256
C 1.672 -5.492 -0.086
C 1.584 -3.943 -0.006
C 2.459 -3.396 1.117
C 2.108 -1.989 1.632
O 3.360 -1.295 1.746
C 3.571 -0.418 2.796
F 2.813 0.722 2.555
C 5.061 -0.056 2.751
C 5.390 1.077 1.786
C 5.400 2.412 2.500
O 6.235 2.683 3.332
O 4.413 3.272 2.208
C 3.211 -0.986 4.189
P 2.595 0.189 5.542
C 3.786 1.567 5.396
C 0.985 0.943 5.040
C 0.963 2.218 4.196
N 2.355 -2.245 4.011
C 1.958 -2.929 5.293
C 0.621 -2.592 5.956
O 0.331 -1.544 6.451
O -0.160 -3.704 6.050
C 1.334 -1.975 2.951
C 0.128 -2.880 2.902
C -0.956 -2.241 2.024
C -2.260 -2.982 2.183
F -2.043 -4.299 1.892
F -2.668 -2.949 3.480
C -3.435 -2.523 1.248
F -4.603 -2.792 1.849
F -3.349 -3.248 0.116
C -3.464 -1.038 0.782
F -4.601 -0.907 0.077
F -2.435 -0.803 -0.052
C -3.485 0.060 1.912
F -3.704 -0.493 3.103
F -2.308 0.695 1.951
F -4.425 0.951 1.670
H 0.448 -7.247 0.187
H -0.447 -5.868 -0.428
H 0.018 -5.934 1.270
H 1.964 -5.810 -1.082
H 2.402 -5.856 0.636
H 0.533 -3.695 0.121
H 1.954 -3.562 -0.953
H 3.483 -3.341 0.757
H 2.487 -4.093 1.963
H 1.520 -1.480 0.869
H 5.551 -0.959 2.391
H 5.463 0.133 3.741
H 6.400 0.925 1.412
H 4.743 1.064 0.911
H 3.909 2.953 1.445
H 4.145 -1.366 4.598
H 3.504 2.250 6.196
H 3.718 2.107 4.459
H 4.794 1.227 5.609
H 0.526 1.169 6.003
H 0.314 0.209 4.602
H 1.099 2.031 3.136
H -0.030 2.660 4.289
H 1.661 2.976 4.535
H 3.014 -2.901 3.584
H 1.981 -4.001 5.119
H 2.754 -2.723 6.006
H -1.064 -3.489 5.777
H 0.976 -0.956 3.088
H 0.322 -3.891 2.552
H -0.347 -2.983 3.868
H -1.110 -1.226 2.388
H -0.686 -2.176 0.975
C -5.974 -1.720 -3.517
O -6.526 -0.420 -3.583
C -5.887 0.529 -2.740
C -5.168 1.586 -3.548
N -4.022 0.994 -4.226
C -3.312 1.886 -5.135
C -4.042 2.397 -6.371
O -4.344 1.389 -7.314
C -5.578 0.722 -7.124
H -6.599 -2.370 -4.126
H -4.951 -1.752 -3.907
H -5.974 -2.099 -2.489
H -5.178 0.049 -2.063
H -6.663 1.003 -2.132
H -4.820 2.368 -2.866
H -5.882 2.040 -4.248
H -4.345 0.182 -4.736
H -2.422 1.348 -5.472
H -2.959 2.741 -4.549
H -3.368 3.091 -6.880
H -4.943 2.968 -6.116
H -6.330 1.380 -6.681
H -5.469 -0.171 -6.501
H -5.933 0.401 -8.104
C 2.485 2.378 -5.741
O 2.369 3.704 -5.265
C 1.046 4.225 -5.305
C 0.534 4.480 -3.905
N 0.313 3.225 -3.195
C 0.009 3.375 -1.777
C 1.098 3.928 -0.865
O 2.220 3.067 -0.733
C 3.241 3.242 -1.705
H 3.544 2.127 -5.750
H 1.959 1.664 -5.096
H 2.096 2.287 -6.759
H 0.377 3.550 -5.846
H 1.079 5.174 -5.847
H -0.411 5.027 -3.963
H 1.267 5.123 -3.398
H 1.138 2.648 -3.293
H -0.259 2.384 -1.399
H -0.883 4.001 -1.677
H 0.670 4.019 0.137
H 1.422 4.932 -1.158
H 3.304 4.279 -2.041
H 3.096 2.593 -2.572
H 4.190 2.972 -1.240



2.
16
Properties=species:S:1:pos:R:3 method="wB97M-V/def2-TZVPD" e_above_lowest_ev=3.414 homo_lumo_gap_ha="0.3311 / 0.3311" charge=+1 lumo_energy_ev="-5.58 / -5.58"
C -2.004 -0.021 0.469
C 0.736 -0.786 1.087
C 0.203 -0.479 -1.516
C 0.546 1.399 -0.056
N 0.153 0.021 -0.084
O -2.598 -0.708 -0.195
H -2.003 0.299 1.571
H 0.351 -0.194 2.024
H 0.314 -1.814 1.107
H 1.823 -0.917 1.071
H -0.605 -1.290 -1.612
H 0.179 0.384 -2.173
H 1.015 -1.183 -1.571
H 0.480 1.774 0.910
H 1.592 1.626 -0.344
H -0.182 1.890 -0.686



3.
19
Properties=species:S:1:pos:R:3 method="wB97M-V/def2-TZVPD" e_above_lowest_ev=2.031 homo_lumo_gap_ha=0.2394 charge=-1 lumo_energy_ev=3.80
C -0.370 0.365 -0.508
C 0.740 -0.509 0.099
F -0.142 0.485 -1.903
H 0.452 -0.580 1.521
C -0.371 1.781 0.049
H -1.203 2.357 -0.383
H -0.494 1.729 1.139
H 0.578 2.284 -0.173
N 2.052 0.083 -0.057
O 2.716 -0.129 -1.080
O 2.469 0.861 0.824
N 0.712 -1.876 -0.233
H 0.401 -2.070 -1.178
H 0.074 -2.306 0.482
C -1.718 -0.321 -0.342
H -1.806 -1.145 -1.062
H -1.781 -0.762 0.666
H -2.536 0.394 -0.515
H 0.228 -0.641 2.655



4.
90
Properties=species:S:1:pos:R:3 method="wB97M-V/def2-TZVPD" e_above_lowest_ev=0.000 homo_lumo_gap_ha=0.2139 charge=+1 lumo_energy_ev=-4.57
Tl 2.342 -1.982 0.089
C 5.561 0.224 2.187
O 4.159 0.527 2.080
C 3.327 0.171 3.041
C 3.688 -0.511 4.211
C 2.719 -0.843 5.131
C 1.362 -0.530 4.938
C 0.987 0.121 3.796
C 1.957 0.484 2.843
N 1.686 1.205 1.709
N 0.543 1.549 1.442
C -0.281 1.759 0.495
C -0.300 0.822 -0.687
O 0.237 -0.322 -0.578
C -0.889 1.362 -1.803
C -1.526 2.703 -1.836
C -1.939 3.252 -0.509
C -2.930 4.216 -0.399
C -3.236 4.765 0.836
C -2.548 4.360 1.974
C -1.566 3.392 1.877
C -1.264 2.834 0.635
H 5.993 0.748 3.039
H 5.988 0.577 1.253
H 5.703 -0.853 2.285
H 4.720 -0.765 4.395
H 3.018 -1.353 6.038
H 0.632 -0.789 5.691
H -0.046 0.394 3.619
H -0.652 1.471 -3.894
H -2.373 2.718 -2.521
H -3.445 4.556 -1.289
H -4.008 5.518 0.912
H -2.784 4.794 2.936
H -1.045 3.049 2.762
N 0.494 -3.062 2.394
C -0.784 -3.241 1.706
C -1.655 -4.318 2.391
C -2.936 -4.803 1.708
C -4.031 -3.749 1.579
N -3.551 -2.717 0.671
C -3.828 -1.445 0.722
N -4.801 -0.946 1.515
N -3.101 -0.605 -0.033
C -0.496 -3.560 0.222
O -1.430 -3.334 -0.603
O 0.624 -4.014 -0.057
H 1.070 -3.878 2.207
H 0.353 -2.998 3.396
H -1.298 -2.275 1.734
H -1.912 -3.939 3.388
H -1.014 -5.189 2.551
H -3.337 -5.638 2.285
H -2.710 -5.190 0.712
H -4.258 -3.319 2.560
H -4.944 -4.205 1.187
H -2.688 -2.995 0.082
H -5.500 -1.572 1.874
H -5.074 0.016 1.413
H -2.243 -0.950 -0.450
H -3.210 0.392 0.041
Cl 1.471 -2.748 -2.999
C 0.127 -1.688 -3.149
C -1.117 -2.180 -3.265
C -2.269 -1.319 -3.442
C -2.132 0.006 -3.431
C -0.813 0.666 -3.170
Cl -0.396 3.946 -2.592
C 0.375 -0.263 -3.217
N 1.584 0.191 -3.288
C 1.974 1.532 -3.607
C 1.670 2.055 -4.854
C 2.155 3.303 -5.207
C 2.972 3.996 -4.324
C 3.294 3.447 -3.093
C 2.794 2.209 -2.706
C 3.109 1.608 -1.368
C 4.035 0.384 -1.478
O 5.140 0.410 -0.966
O 3.497 -0.623 -2.082
H -1.255 -3.250 -3.226
H -3.235 -1.780 -3.593
H -2.985 0.657 -3.577
H 2.434 -0.373 -2.885
H 1.083 1.473 -5.554
H 1.917 3.720 -6.176
H 3.370 4.962 -4.603
H 3.939 3.985 -2.410
H 2.180 1.242 -0.929
H 3.551 2.345 -0.700



5.
53
Properties=species:S:1:pos:R:3 method="wB97M-V/def2-TZVPD" e_above_lowest_ev=1.961 homo_lumo_gap_ha=0.3013 charge=+1 lumo_energy_ev=-2.52
C 3.492 1.972 0.640
O 3.780 0.593 0.306
C 2.600 -0.233 0.357
O 2.379 -0.781 1.676
C 3.194 -1.913 1.941
O 3.238 -2.312 3.136
O 3.911 -2.660 0.973
C 5.353 -2.475 1.084
C 6.009 -1.549 -0.050
C 5.219 -1.520 -1.443
S 6.340 -2.042 -2.872
H 2.836 2.445 -0.170
H 4.498 2.541 0.603
H 3.081 2.119 1.700
H 2.682 -1.010 -0.476
H 1.699 0.441 0.076
H 5.626 -2.109 2.146
H 5.823 -3.528 1.003
H 6.112 -0.483 0.362
H 7.064 -1.949 -0.241
H 4.318 -2.223 -1.499
H 4.823 -0.468 -1.711
H 5.410 -2.531 -3.799
C -6.093 1.071 1.025
C -5.351 1.561 -0.211
C -4.826 0.450 -1.125
C -3.864 -0.585 -0.546
N -2.441 -0.128 -0.204
C -1.755 0.644 -1.328
C -1.947 2.105 -0.985
C -1.910 2.150 0.531
C -2.372 0.785 1.023
C -1.642 -1.394 0.077
H -5.519 0.342 1.602
H -6.302 1.916 1.688
H -7.049 0.614 0.754
H -4.546 2.225 0.099
H -6.037 2.184 -0.793
H -4.403 0.899 -2.026
H -5.704 -0.108 -1.477
H -3.745 -1.374 -1.295
H -4.270 -1.053 0.354
H -0.688 0.395 -1.300
H -2.166 0.342 -2.291
H -2.897 2.477 -1.368
H -1.167 2.730 -1.426
H -2.533 2.954 0.928
H -0.890 2.343 0.883
H -3.343 0.802 1.515
H -1.649 0.371 1.729
H -1.623 -1.997 -0.831
H -2.129 -1.932 0.892
H -0.627 -1.112 0.364



6.
13
Properties=species:S:1:pos:R:3 method="wB97M-V/def2-TZVPD" e_above_lowest_ev=1.464 homo_lumo_gap_ha=0.3706 smiles="N[C@@H](C=O)CS" lumo_energy_ev=0.82
N -0.238 0.815 1.303
C 0.075 -0.334 0.503
C -1.003 -1.387 0.525
O -1.163 -2.198 -0.345
C 0.329 0.071 -0.954
S 1.397 1.596 -1.131
H -0.197 0.735 2.304
H -0.181 1.726 0.882
H 1.040 -0.761 0.806
H -1.583 -1.461 1.454
H -0.603 0.318 -1.448
H 0.923 -0.685 -1.450
H 1.204 1.565 -2.450